The following is a quantum chemistry calculation of a cluster of 2 separate species, C4H7Cl3O in total, from the OMol25 dataset.

Structure (XYZ):
```
15
Properties=species:S:1:pos:R:3:lowdin_charge:R:1
Cl -2.052 1.714 -3.532 0.54
C -0.824 1.287 -2.350 -1.59
Cl -1.262 1.873 -0.761 0.55
Cl 0.756 1.902 -2.824 0.53
H -0.750 0.209 -2.334 0.01
C -0.711 -1.258 1.508 -0.03
C 0.683 -0.751 1.729 -0.50
C 1.426 -0.128 0.560 -0.03
O 1.196 -0.842 2.819 0.07
H -1.436 -0.471 1.738 0.08
H -0.900 -2.108 2.159 0.08
H -0.914 -1.526 0.470 0.07
H 2.450 -0.491 0.571 0.09
H 1.395 0.960 0.635 0.08
H 0.944 -0.370 -0.388 0.05
```

LUMO, eV: 0.533
Multiplicity: 1
SMILES string: ClC(Cl)Cl.CC(C)=O
Energy above the lowest of the compared OMol25 structures with the same formula, charge and spin, kJ/mol: 0.0